The following is a DFT calculation (the ωB97M-V functional and the def2-TZVPD basis) of the molecule C5H8 in a non-equilibrium geometry.

Each line ends with the natural charge from an NBO analysis.
Element x y z (Å)
C  0.924035  -2.392663  1.064176  -0.273
C  1.230147  -1.292883  0.545410  0.012
C  1.148445  0.010705  -0.173560  -0.492
C  -0.162082  0.711103  0.328857  -0.377
C  -1.320276  0.983326  -0.668923  -0.609
H  0.644279  -3.377963  1.305264  0.236
H  1.939203  0.819406  -0.205854  0.243
H  0.910975  -0.300416  -1.167867  0.235
H  0.131334  1.651222  0.795501  0.196
H  -0.655822  0.132022  1.062397  0.211
H  -1.754820  0.020312  -1.062826  0.202
H  -0.844822  1.503241  -1.492852  0.196
H  -2.190598  1.532588  -0.329724  0.219

Forces on the atoms, in the same order (eV/Å):
C 1.428 4.754 -2.496
C -0.786 -3.381 1.833
C -1.318 0.492 0.526
C -0.881 0.959 0.042
C 1.046 -1.382 -1.167
H 0.034 -0.437 0.383
H -0.317 -1.697 0.363
H 0.316 -0.009 -1.076
H -0.129 0.072 0.077
H 0.127 -0.733 1.229
H 0.661 0.757 0.285
H -0.467 0.258 -0.559
H 0.286 0.348 0.561

## Properties
Largest force on an atom ... 5.6 eV Å⁻¹
Energy relative to the best compared isomer or geometry (same formula, charge and spin) ... 216.0 kJ/mol



The following is a DFT calculation (the ωB97M-V functional and the def2-TZVPD basis) of a structure of composition C5H8AlO6 in a non-equilibrium geometry.

Each line ends with the Löwdin spin population.
Element x y z (Å)
O  -0.196191  2.897547  -0.283086  0.922
C  0.133899  1.686716  -0.295419  0.124
O  1.474398  0.054243  0.909005  -0.034
C  1.820667  -1.035769  0.299749  -0.038
C  1.508367  1.354392  0.332332  0.069
O  2.824921  -1.012785  -0.507205  -0.873
O  1.107114  -2.030180  0.226190  -0.026
H  0.103231  1.289952  -1.347424  0.082
H  2.283647  1.463073  -0.436348  -0.001
H  1.686634  2.055609  1.159491  0.001
O  -3.609762  0.280702  -0.312287  0.372
C  -2.477485  -0.420656  -0.263894  0.086
C  -2.656276  -1.586347  0.675109  0.019
O  -1.736171  -2.546093  0.667538  0.002
H  -3.592396  0.961176  -1.001281  0.001
H  -1.212106  0.478306  -0.210695  0.208
H  -3.649347  -2.101010  0.550514  0.001
H  -2.817857  -1.243101  1.733169  0.013
Al  -0.098890  -2.849195  0.561687  0.001
H  -2.157905  -0.776663  -1.258566  0.070

Forces on the atoms, in the same order (eV/Å):
O -0.057 -2.807 0.600
C 1.326 3.824 -2.518
O -0.512 -1.858 0.519
C 3.188 4.097 -2.540
C 0.533 0.877 1.777
O 0.099 -0.006 0.914
O 4.995 1.769 -0.712
H -0.852 -0.086 -0.044
H -0.199 0.177 -0.276
H 0.200 -0.162 -0.081
O 2.063 -0.288 0.501
C -2.395 -0.822 0.209
C -2.446 1.735 2.249
O 4.629 -2.128 -0.727
H -0.617 0.809 -0.699
H -1.739 -0.923 0.387
H 0.193 0.746 -0.698
H 0.131 0.266 -0.481
Al -9.141 -5.744 2.378
H 0.601 0.523 -0.757

## Properties
Calculated total energy ... -886.84956 Ha
Largest force on an atom ... 11.1 eV Å⁻¹
Expectation value of S² ... 1.818
Charge ... +4
2S+1 ... 2



The following is a DFT calculation (the ωB97M-V functional and the def2-TZVPD basis) of a cluster of 2 separate species, C5H8BN in total in a non-equilibrium geometry.

Each line ends with the natural charge from an NBO analysis.
Element x y z (Å)
B  -0.332749  -1.166195  -0.156186  0.805
C  0.295216  -1.534561  -1.452851  -0.627
C  0.996983  -0.507638  -2.120598  -0.138
C  1.012215  0.836431  -1.592892  -0.303
C  0.410338  1.043267  -0.368382  0.049
C  -0.772053  0.565807  1.645537  -0.369
N  -0.236648  0.081936  0.361020  -0.658
H  -0.963389  -2.652198  1.297920  -0.271
H  0.329968  -2.459825  -1.982467  0.235
H  1.087901  -0.659810  -3.176453  0.213
H  1.531115  1.627534  -2.235380  0.237
H  0.319819  2.050806  0.083796  0.202
H  -0.234694  0.186382  2.400120  0.210
H  -0.812733  1.641385  1.711794  0.197
H  -1.745865  0.200905  1.672009  0.219

Forces on the atoms, in the same order (eV/Å):
B -0.301 -4.446 1.507
C 1.418 1.623 -0.736
C -2.897 0.017 1.245
C 0.579 -0.373 -0.426
C 0.484 1.532 -0.843
C -1.005 0.741 -2.825
N 0.500 2.802 0.460
H 0.675 2.155 -2.058
H -0.458 -0.656 0.082
H 1.208 -0.060 -0.446
H -1.046 -0.942 1.472
H 0.394 -0.676 -0.522
H 1.987 -1.418 2.851
H 0.207 0.301 -0.276
H -1.744 -0.601 0.516

## Properties
Largest force on an atom ... 4.7 eV Å⁻¹
Energy relative to the best compared isomer or geometry (same formula, charge and spin) ... 298.6 kJ/mol



The following is a DFT calculation (the ωB97M-V functional and the def2-TZVPD basis) of a cluster of 2 separate species, C5H8BNO in total in a non-equilibrium geometry.

Each line ends with the natural charge from an NBO analysis.
Element x y z (Å)
C  -2.270235  -0.328610  -0.629158  -0.309
C  -1.768056  -0.554651  0.668581  -0.313
C  -1.114361  0.583354  1.050249  -0.079
N  -1.202145  1.484441  0.039723  -0.499
C  -1.898269  0.935979  -0.990492  -0.077
H  -2.836242  -1.020002  -1.222140  0.220
H  -1.887358  -1.453507  1.243257  0.219
H  -0.590561  0.813057  1.957206  0.212
H  -0.741779  2.378471  0.022370  0.418
H  -2.086520  1.484694  -1.891968  0.209
C  2.708548  -1.228713  -0.139330  -1.060
B  2.786897  0.277515  0.184362  1.086
O  2.837524  1.449958  0.393004  -0.822
H  1.938057  -1.721602  0.447259  0.268
H  3.655320  -1.723042  0.057131  0.260
H  2.469175  -1.377345  -1.190059  0.265

Forces on the atoms, in the same order (eV/Å):
C -0.068 -0.013 -0.221
C 0.008 -0.144 0.163
C 0.250 -0.186 0.511
N 0.195 0.311 -0.071
C -0.204 0.031 -0.424
H -0.111 -0.060 -0.143
H 0.023 -0.064 0.165
H 0.084 0.071 0.138
H -0.069 -0.076 0.023
H -0.003 0.102 -0.144
C 0.021 0.198 0.029
B -0.176 -1.535 -0.400
O 0.046 1.257 0.295
H -0.096 0.043 0.095
H 0.134 -0.003 0.062
H -0.034 0.068 -0.079

## Properties
Largest force on an atom ... 1.6 eV Å⁻¹
Energy relative to the best compared isomer or geometry (same formula, charge and spin) ... 0.0 kJ/mol



Copy entry 3 word for word.
The following is a DFT calculation (the ωB97M-V functional and the def2-TZVPD basis) of a cluster of 2 separate species, C5H8BN in total in a non-equilibrium geometry.

Each line ends with the natural charge from an NBO analysis.
Element x y z (Å)
B  -0.332749  -1.166195  -0.156186  0.805
C  0.295216  -1.534561  -1.452851  -0.627
C  0.996983  -0.507638  -2.120598  -0.138
C  1.012215  0.836431  -1.592892  -0.303
C  0.410338  1.043267  -0.368382  0.049
C  -0.772053  0.565807  1.645537  -0.369
N  -0.236648  0.081936  0.361020  -0.658
H  -0.963389  -2.652198  1.297920  -0.271
H  0.329968  -2.459825  -1.982467  0.235
H  1.087901  -0.659810  -3.176453  0.213
H  1.531115  1.627534  -2.235380  0.237
H  0.319819  2.050806  0.083796  0.202
H  -0.234694  0.186382  2.400120  0.210
H  -0.812733  1.641385  1.711794  0.197
H  -1.745865  0.200905  1.672009  0.219

Forces on the atoms, in the same order (eV/Å):
B -0.301 -4.446 1.507
C 1.418 1.623 -0.736
C -2.897 0.017 1.245
C 0.579 -0.373 -0.426
C 0.484 1.532 -0.843
C -1.005 0.741 -2.825
N 0.500 2.802 0.460
H 0.675 2.155 -2.058
H -0.458 -0.656 0.082
H 1.208 -0.060 -0.446
H -1.046 -0.942 1.472
H 0.394 -0.676 -0.522
H 1.987 -1.418 2.851
H 0.207 0.301 -0.276
H -1.744 -0.601 0.516

## Properties
Largest force on an atom ... 4.7 eV Å⁻¹
Energy relative to the best compared isomer or geometry (same formula, charge and spin) ... 298.6 kJ/mol



Question: Look up the largest force on an atom of the first one.
Answer: 5.6 eV Å⁻¹